The following is a quantum chemistry calculation of a molecular structure, C7H10, from the OMol25 dataset.

Properties
orbital gap (alpha / beta) = 8.261 / 8.260 eV
E_HOMO (alpha / beta) = -0.3109 / -0.3107 hartree
calculated total energy = -272.54119 Eh

ORCA input file:
```
! RIJCOSX wB97M-V def2-TZVPD def2/J DEFGRID3
* xyz 0 1
C 0.09224 0.88575 -1.09239
C -1.00458 -0.14428 -0.77214
C 2.27442 0.00414 -0.05767
C 0.99703 0.70850 0.15781
C -0.20984 -1.35412 -0.22262
C -1.30770 0.19398 0.70591
C 0.12052 -0.35730 0.92031
H -2.05846 -0.47027 1.14694
H 0.62165 -1.74522 -0.81334
H 1.08723 1.61297 0.77848
H 0.64603 0.66024 -2.00831
H -1.79888 -0.27614 -1.51031
H -1.51751 1.23768 0.96839
H -0.86290 -2.16255 0.11756
H -0.31915 1.89910 -1.16524
H 0.47969 -0.66968 1.90396
H 2.76022 -0.02281 0.94267
*
```

Here are the natural (NBO) charges for atoms 1 to 5, given in e: -0.41 -0.21 0.01 -0.42 -0.41

The following is a quantum chemistry calculation of C5H10N2O2 in the gas phase in a non-equilibrium geometry, from the OMol25 dataset.

Properties
orbital gap = 9.520 eV
E_HOMO = -0.3203 hartree
calculated total energy = -456.45308 Eh

ORCA input file:
```
! RIJCOSX wB97M-V def2-TZVPD def2/J DEFGRID3
* xyz 0 1
O -1.60488 1.38536 1.97064
O 0.41967 1.10651 1.41815
N -0.64933 -0.04096 -2.36271
N 0.35136 -1.48013 -0.91410
C -1.31767 0.14431 -0.06655
C 1.38239 1.38229 0.40111
C -0.89590 0.75230 1.04071
C 0.63504 -2.04204 0.37753
C -0.47131 -0.52298 -1.08076
H -1.51573 0.43092 -2.55913
H 1.67081 -1.82829 0.65250
H -0.71459 1.76605 2.44344
H 0.52841 -3.12710 0.30155
H 1.78400 0.45814 -0.01063
H 2.17950 1.94220 0.88754
H -0.02102 -1.70354 1.18682
H -2.38885 0.06190 -0.18067
H 0.93508 1.95829 -0.41038
H -0.30701 -0.64326 -3.09508
*
```

Here are the natural (NBO) charges for atoms 1 to 5, given in e: -0.67 -0.56 -0.81 -0.50 -0.51

The following is a quantum chemistry calculation of a gas-phase ion, C4H12N2OP (charge +1) in a non-equilibrium geometry, from the OMol25 dataset.

Properties
orbital gap = 8.168 eV
E_HOMO = -0.4563 hartree
calculated total energy = -685.40512 Eh

ORCA input file:
```
! RIJCOSX wB97M-V def2-TZVPD def2/J DEFGRID3
* xyz 1 1
P -2.52779 0.32771 0.45607
O 1.20884 -0.94314 1.51211
N 1.23555 2.08275 -0.34871
N -1.33878 0.07284 -0.53755
C 0.82255 -0.96631 -0.92090
C 1.03091 1.11758 0.49290
C 1.48049 -0.27905 0.31188
C -0.67123 -1.19799 -0.69516
H 1.58157 -1.83167 1.49965
H -0.80840 -1.86905 0.15886
H 0.56164 1.33192 1.44542
H 1.31385 -1.92533 -1.08951
H -3.78549 -0.17316 0.13100
H 0.96624 -0.34444 -1.80543
H 1.65697 1.92097 -1.25635
H 2.56721 -0.25862 0.11003
H -2.70627 1.68775 0.48654
H -2.43988 -0.06680 1.78793
H -1.05621 -1.70491 -1.58741
H 0.90820 3.01896 -0.15136
*
```

Here are the natural (NBO) charges for atoms 1 to 5, given in e: 1.15 -0.70 -0.63 -1.07 -0.40

The following is a quantum chemistry calculation of 6 unconnected molecules or ions with the total composition C6H24O6 in a non-equilibrium geometry, from the OMol25 dataset.

Properties
orbital gap = 10.363 eV
E_HOMO = -0.3692 hartree
calculated total energy = -694.38232 Eh

ORCA input file:
```
! RIJCOSX wB97M-V def2-TZVPD def2/J DEFGRID3
* xyz 0 1
O 0.76527 -0.06371 -0.64309
O -2.10028 4.97999 2.64690
O 2.87553 3.71534 1.54507
O 0.03908 -4.43200 -3.76591
O 1.04481 -3.62228 2.72966
O -1.59603 3.94059 -3.64691
C -2.67413 4.45877 3.79651
C 1.60308 -6.01978 -3.31739
C 1.89505 -4.52497 -5.30844
C -1.69118 4.94678 4.93622
C -2.93645 2.96933 3.81195
C 0.92815 -5.27087 -4.42250
H 3.42436 3.69745 2.32910
H 2.10714 -5.34063 -2.62980
H -2.46593 4.22575 -3.36728
H 0.80643 -0.52116 0.19672
H 0.67182 -3.93665 -3.24068
H 0.30215 -5.91063 -5.04454
H -1.35136 3.26319 -3.01643
H -3.40098 2.81342 4.78560
H 0.92284 -6.62005 -2.71319
H 1.19332 0.77674 -0.47980
H 1.33868 -4.04251 -6.11204
H 0.85658 -3.82424 1.81314
H 3.30766 4.34120 0.96386
H -0.69442 4.51991 4.82515
H -1.59716 6.02960 4.85393
H -1.99244 2.42442 3.81457
H 2.77138 -5.05141 -5.68661
H 2.21976 -3.64075 -4.75997
H -3.55611 2.52697 3.03192
H -2.06277 4.71157 5.93357
H -3.54737 5.00908 4.14683
H 1.44282 -4.42151 3.07468
H -1.21226 4.62773 2.55236
H 2.36303 -6.73452 -3.63317
*
```

Here are the natural (NBO) charges for atoms 1 to 5, given in e: -0.94 -0.71 -0.94 -0.69 -0.94

Copy entry 2 word for word.
The following is a quantum chemistry calculation of C5H10N2O2 in the gas phase in a non-equilibrium geometry, from the OMol25 dataset.

Properties
orbital gap = 9.520 eV
E_HOMO = -0.3203 hartree
calculated total energy = -456.45308 Eh

ORCA input file:
```
! RIJCOSX wB97M-V def2-TZVPD def2/J DEFGRID3
* xyz 0 1
O -1.60488 1.38536 1.97064
O 0.41967 1.10651 1.41815
N -0.64933 -0.04096 -2.36271
N 0.35136 -1.48013 -0.91410
C -1.31767 0.14431 -0.06655
C 1.38239 1.38229 0.40111
C -0.89590 0.75230 1.04071
C 0.63504 -2.04204 0.37753
C -0.47131 -0.52298 -1.08076
H -1.51573 0.43092 -2.55913
H 1.67081 -1.82829 0.65250
H -0.71459 1.76605 2.44344
H 0.52841 -3.12710 0.30155
H 1.78400 0.45814 -0.01063
H 2.17950 1.94220 0.88754
H -0.02102 -1.70354 1.18682
H -2.38885 0.06190 -0.18067
H 0.93508 1.95829 -0.41038
H -0.30701 -0.64326 -3.09508
*
```

Here are the natural (NBO) charges for atoms 1 to 5, given in e: -0.67 -0.56 -0.81 -0.50 -0.51